Entry 1:
ORCA calculation (the ωB97M-V functional and the def2-TZVPD basis) on a molecular structure, C5H14N4O.

As for the LUMO energy: 0.38 eV. The calculation puts the highest occupied orbital energy at -0.341 Ha. The spin multiplicity is 1. For the energy above the lowest of the compared OMol25 structures with the same formula, charge and spin, the calculation gives 3.454 eV. The calculation puts the total energy at -493.0706 a.u. The HOMO-LUMO gap is 9.65 eV.

Each line ends with the Löwdin charge.
Positions of all 24 atoms, in Å:
C (-1.31683, 1.87931, 0.85395)  -0.098
C (0.11827, 2.19897, 0.96269)  -0.142
C (-1.68572, 0.35962, -0.14157)  -0.525
N (-1.61721, 0.62947, -1.48517)  0.112
N (-2.53670, -0.39823, 0.43947)  0.099
H (-2.05537, -0.02460, -2.11826)  0.101
H (-0.73658, 0.99852, -1.82171)  0.077
H (-3.09891, -0.95221, -0.21001)  0.048
H (-1.89782, 2.57254, 0.25233)  0.090
H (-1.81598, 1.60362, 1.77611)  0.086
H (0.69079, 1.22337, 1.01035)  0.062
H (0.34987, 2.73204, 1.88607)  0.075
H (0.51495, 2.70256, 0.08466)  0.078
C (2.33148, -1.98929, -1.05128)  -0.012
N (0.82300, -0.65906, 0.35058)  -0.089
C (1.45995, -0.77307, -0.83789)  -0.541
N (0.90081, -1.67539, 1.31211)  0.030
O (1.23357, 0.04005, -1.73260)  0.003
H (-0.33847, -0.14247, 0.21836)  0.145
H (1.07209, -1.26465, 2.22494)  0.084
H (0.02005, -2.18479, 1.35404)  0.086
H (2.95044, -1.82444, -1.92716)  0.078
H (2.93472, -2.19331, -0.17085)  0.069
H (1.69959, -2.85857, -1.22918)  0.084

---

Entry 2:
ORCA calculation (the ωB97M-V functional and the def2-TZVPD basis) on 2 unconnected molecules or ions with the total composition C5H14N4O.

As for the LUMO energy: 0.71 eV. The SMILES is [H]/N=C(\C)N.CN(C)C(N)=O. The calculation puts the highest occupied orbital energy at -0.284 Ha. The spin multiplicity is 1. For the energy above the lowest of the compared OMol25 structures with the same formula, charge and spin, the calculation gives 2.057 eV. The calculation puts the total energy at -493.1219 a.u. The HOMO-LUMO gap is 8.45 eV.

Each line ends with the Löwdin charge.
Positions of all 24 atoms, in Å:
H (0.47099, 1.55144, -1.49609)  0.048
N (0.85871, 0.93645, -0.78547)  0.098
C (0.66511, 1.36264, 0.45740)  -0.522
C (0.34594, 2.82212, 0.72060)  -0.039
N (1.45452, 0.77811, 1.44952)  0.123
H (1.27264, 3.35942, 0.92990)  0.083
H (-0.10377, 3.30871, -0.14675)  0.071
H (-0.32796, 2.91614, 1.57250)  0.073
H (1.04901, 0.65476, 2.36778)  0.099
H (1.86204, -0.10258, 1.16061)  0.085
C (0.54968, -2.38547, 0.23677)  -0.102
N (-0.05527, -1.23311, -0.41693)  -0.222
C (-0.36599, -1.51533, -1.81426)  -0.100
C (-1.02559, -0.46191, 0.47121)  -0.538
N (-1.97000, 0.21154, -0.30336)  0.153
O (-1.28487, -0.88079, 1.58931)  0.044
H (1.57593, -2.49011, -0.11823)  0.080
H (0.01158, -3.31398, 0.02449)  0.083
H (0.55960, -2.25376, 1.31408)  0.071
H (0.54325, -1.89459, -2.28409)  0.085
H (-1.18235, -2.22996, -1.95241)  0.085
H (-0.62297, -0.58839, -2.32220)  0.059
H (-2.73088, 0.54912, 0.26871)  0.104
H (-1.54935, 0.89953, -0.92308)  0.078

---

Entry 3:
ORCA calculation (the ωB97M-V functional and the def2-TZVPD basis) on a gas-phase ion, C5H14N6OS (charge +2).

Its total charge is +2. As for the LUMO energy (alpha / beta): -7.44 / -7.38 eV. The calculation puts the highest occupied orbital energy (alpha / beta) at -0.554 / -0.556 Ha. The spin multiplicity is 1. The calculation puts the total energy at -1000.0853 a.u. The HOMO-LUMO gap (alpha / beta) is 7.64 / 7.75 eV.

Each line ends with the Löwdin charge.
Positions of all 27 atoms, in Å:
C (-0.43298, -0.71341, -0.73410)  -0.230
C (-1.48576, -0.17940, 1.98520)  -0.278
C (1.33373, -0.09466, 1.39049)  -0.430
C (-1.98880, 0.50919, 0.82114)  -0.404
C (1.71508, 0.12094, -0.01847)  -0.297
N (-1.25193, 0.39850, -0.31675)  -0.074
N (0.96121, -0.69882, -0.81342)  -0.081
N (-2.89454, 1.40288, 0.80692)  0.277
N (3.10888, 0.14134, -0.56886)  0.206
N (-1.29705, 1.41795, -1.33411)  0.139
N (1.62446, -1.46340, -1.81133)  0.132
O (-1.06649, -1.83349, -1.28356)  0.087
S (0.03934, 0.88096, 2.25649)  0.963
H (-1.95327, -0.13152, 2.89507)  0.066
H (-1.25019, -1.24878, 1.69169)  0.138
H (0.85457, -1.11631, 1.60961)  0.105
H (2.26558, 0.03845, 2.13478)  0.137
H (-3.05564, 2.08207, 0.12444)  0.120
H (-3.34204, 1.61824, 1.72898)  0.197
H (2.98231, -0.60175, -1.33177)  0.132
H (3.23534, 1.16763, -0.95394)  0.225
H (-2.26232, 1.45558, -1.69932)  0.124
H (-1.62661, -1.58206, -2.02561)  0.131
H (-0.94363, 2.30392, -1.01428)  0.109
H (3.68987, 0.08841, 0.29282)  0.176
H (0.85861, -1.70267, -2.46187)  0.147
H (2.18224, -2.25978, -1.37022)  0.185